43
Properties=species:S:1:pos:R:3 method="wB97M-V/def2-TZVPD" relative_energy_kcal_mol=0.00 e_tot_ha=-1053.31747 lumo_ha=0.0146 homo_energy_ev=-8.836
H -0.406 -2.200 -0.863
H 1.819 -2.211 -0.744
H 5.000 0.682 1.427
O -6.665 -0.665 0.494
H -8.425 0.301 -0.008
H 2.996 0.438 -1.666
H 3.947 -1.056 -1.680
N -0.511 -1.196 -0.813
H -3.742 1.957 -0.020
C 0.613 -0.451 -1.047
H -2.518 -2.793 -0.444
C -3.458 0.921 -0.117
C -4.438 -0.056 0.054
H -1.402 1.335 -0.535
O 0.650 0.756 -1.024
H 3.292 2.298 -0.520
C 4.921 3.287 0.471
C -2.154 0.576 -0.403
H 5.496 3.207 1.391
C 1.822 -1.319 -1.373
H 5.609 3.209 -0.368
C -4.088 -1.399 -0.066
H -4.841 -2.160 0.066
O 5.153 -1.957 0.853
C 3.866 2.190 0.401
H -8.554 -1.264 0.855
H 1.724 -1.635 -2.416
C -2.787 -1.749 -0.351
C -1.806 -0.769 -0.524
C -5.819 0.373 0.358
H -8.069 0.224 1.728
C 4.003 -1.613 0.847
H 4.454 4.268 0.442
C 3.120 -0.537 -1.193
C -8.011 -0.325 0.785
H 2.551 -0.061 0.833
H 3.407 -3.223 1.685
C 4.500 0.803 0.463
H 3.168 2.303 1.233
H 5.264 0.704 -0.310
C 3.465 -0.315 0.291
O 3.027 -2.401 1.335
O -6.170 1.522 0.474